Record 1
Molecular formula: C21H40O21
Method: DFT, ωB97M-V with the def2-TZVPD basis set

Calculated values
Kohn-Sham gap, eV: 10.80
LUMO, eV: 0.3
HOMO level, eV: -10.5
Relative energy (zero: lowest compared OMol25 entry of this formula, charge and spin), eV: 3.098
Total energy, Eh: -2404.14615

Each line ends with the Löwdin charge.
Positions of all 82 atoms, in Å:
C: -0.6835 2.6020 -0.6554  -0.10
C: -1.0523 1.3711 0.1500  -0.09
O: -0.9249 0.3780 -0.8727  0.05
C: -0.6822 0.8781 -2.1039  -0.59
O: -0.5022 0.2313 -3.0878  0.15
O: -0.6097 2.2215 -2.0397  0.06
H: 0.3664 2.7160 -0.3854  0.13
H: -1.1823 3.5589 -0.5022  0.13
H: -2.0583 1.4695 0.5577  0.11
H: -0.3589 1.1119 0.9501  0.10
C: 0.3310 -4.6250 2.9501  0.01
O: 0.2410 -3.2075 2.6420  -0.01
C: 1.2308 -2.3936 2.9147  -0.60
O: 2.2425 -2.6504 3.5095  0.13
O: 0.8271 -1.1539 2.4706  -0.03
C: 1.6476 0.0413 2.6953  -0.02
H: -0.2369 -5.2675 2.2773  0.10
H: 0.0959 -4.7084 4.0112  0.10
H: 1.3929 -4.8554 2.8652  0.09
H: 0.9501 0.8541 2.4930  0.06
H: 2.5118 -0.0037 2.0324  0.09
H: 2.0886 0.1303 3.6881  0.09
C: 2.0074 -1.5553 -1.8966  -0.04
O: 3.4234 -1.4552 -2.0910  -0.01
C: 4.1357 -2.5900 -2.1062  -0.58
O: 3.6700 -3.6962 -2.1259  0.14
O: 5.4459 -2.2335 -1.9991  -0.05
C: 6.4720 -3.2215 -2.0269  -0.04
H: 1.3571 -2.0275 -2.6329  0.10
H: 1.6634 -0.5483 -1.6603  0.09
H: 1.8755 -2.0538 -0.9362  0.09
H: 6.6132 -3.7733 -2.9562  0.10
H: 6.3060 -3.8878 -1.1804  0.10
H: 7.3195 -2.5521 -1.8793  0.10
C: 1.8408 0.0080 -5.6779  -0.09
O: 2.5851 -1.1015 -6.0621  0.00
C: 3.9248 -1.2387 -5.8532  -0.44
O: 4.6128 -1.9502 -6.6257  0.09
O: 4.3844 -0.3510 -4.8412  -0.05
C: 5.7974 -0.4439 -4.5567  -0.05
H: 0.7774 -0.2167 -5.5948  0.09
H: 1.9313 0.9667 -6.1886  0.10
H: 1.9397 0.2985 -4.6320  0.08
H: 6.4198 -0.1665 -5.4075  0.10
H: 6.0902 -1.4448 -4.2396  0.08
H: 5.9572 0.2328 -3.7173  0.10
C: -1.1305 -2.9257 -1.2547  -0.10
O: -1.5528 -2.8742 0.0396  -0.01
C: -2.7042 -2.1872 0.4166  -0.54
O: -3.3530 -1.5079 -0.3710  0.11
O: -2.8514 -2.2811 1.7112  0.02
C: -4.0643 -1.8005 2.3112  -0.02
H: -0.0531 -3.0501 -1.3639  0.07
H: -1.2640 -2.0007 -1.8156  0.08
H: -1.5909 -3.7323 -1.8252  0.10
H: -4.8186 -1.5296 1.5724  0.09
H: -3.7820 -0.9386 2.9159  0.10
H: -4.6527 -2.5311 2.8663  0.09
C: -3.9732 2.3363 -1.8346  0.00
O: -4.0889 1.9844 -0.4460  0.00
C: -4.5407 2.8377 0.4493  -0.62
O: -4.9592 3.9670 0.2154  0.11
O: -4.5589 2.2437 1.6139  0.01
C: -4.9323 2.8798 2.7525  -0.07
H: -3.2532 1.7397 -2.3948  0.09
H: -3.5404 3.3360 -1.8726  0.10
H: -4.8918 2.2846 -2.4191  0.10
H: -4.2961 3.7421 2.9518  0.09
H: -4.9714 2.2040 3.6069  0.11
H: -5.9431 3.2617 2.6095  0.11
C: -1.7257 5.1894 2.5671  -0.01
O: -1.7855 4.5787 3.8834  -0.01
C: -1.5041 3.2748 4.0632  -0.63
O: -1.3507 2.4505 3.2124  0.13
O: -1.4671 3.0773 5.3503  0.04
C: -0.9961 1.8590 5.9074  -0.03
H: -2.5804 4.9711 1.9268  0.08
H: -0.7851 4.8709 2.1178  0.09
H: -1.6244 6.2743 2.5969  0.10
H: -0.5737 1.1414 5.2040  0.09
H: -1.7961 1.2906 6.3817  0.09
H: -0.2287 1.8670 6.6815  0.10

Record 2
Molecular formula: C21H41AgF9NO9
Method: DFT, ωB97M-V with the def2-TZVPD basis set

Calculated values
Multiplicity: 2
Kohn-Sham gap (spin up / spin down), eV: 7.25 / 4.16
LUMO (spin up / spin down), eV: 2.6 / -0.5
HOMO level (spin up / spin down), eV: -4.7 / -4.6
⟨S²⟩: 0.755
Relative energy (zero: lowest compared OMol25 entry of this formula, charge and spin), eV: 0.018
Charge: -1
Total energy, Eh: -2602.15057

Each line ends with the Löwdin spin population.
Positions of all 82 atoms, in Å:
Ag: -0.9247 -0.3554 -0.5878  0.04
C: 0.9517 -2.3014 2.3124  0.00
O: -0.2241 -2.7244 2.9626  0.00
O: 0.5786 -1.5583 1.1484  0.01
C: 1.9800 -1.7160 3.3846  0.00
F: 2.4465 -0.4985 3.0296  0.00
F: 1.6483 -1.4800 4.6396  0.00
F: 3.1347 -2.4714 3.4189  0.00
C: -0.9905 -3.8249 2.4011  0.00
C: -1.4636 -4.7009 3.5226  0.00
H: -1.6036 -5.7711 3.3706  0.00
H: -0.8225 -4.5117 4.3835  0.00
H: -2.4415 -4.4124 3.9081  0.00
H: -0.4849 -4.4417 1.6581  0.00
H: -1.6958 -3.1677 1.8924  0.00
H: 1.4448 -3.1798 1.8961  0.00
C: -1.8139 3.0788 -0.2845  0.00
O: -0.4447 3.6161 -0.5326  0.00
O: -1.6145 1.9030 0.3950  0.00
C: -2.5923 4.2570 0.4028  0.00
F: -3.6072 4.0063 1.1936  0.00
F: -1.8293 5.0412 1.1001  0.00
F: -3.1485 4.9266 -0.6446  0.00
C: -0.1607 4.2653 -1.7903  0.00
C: 0.6919 5.5163 -1.4289  0.00
H: 0.2011 6.3506 -0.9278  0.00
H: 1.3976 5.2256 -0.6507  0.00
H: 1.4284 5.8487 -2.1605  0.00
H: -1.0843 4.5784 -2.2773  0.00
H: 0.2882 3.5422 -2.4713  0.00
H: -2.1462 2.7215 -1.2592  0.00
C: -4.2524 -2.4614 -0.8685  0.08
O: -5.0686 -1.6996 0.0061  0.01
O: -3.1071 -1.6936 -0.9492  0.79
C: -4.0702 -4.0513 -0.5571  0.02
F: -5.2624 -4.6434 -0.2986  0.00
F: -3.5959 -4.6450 -1.6514  0.00
F: -3.2404 -4.2802 0.4455  0.00
C: -6.3021 -2.2307 0.4276  0.00
C: -7.1977 -1.2287 1.1011  0.00
H: -8.1641 -1.6834 1.3189  0.00
H: -6.9105 -0.6539 1.9816  0.00
H: -7.4464 -0.4948 0.3345  0.00
H: -6.1437 -3.0094 1.1737  0.00
H: -6.8793 -2.7558 -0.3334  0.00
H: -4.8671 -2.3663 -1.7636  0.04
C: -0.8346 0.8133 -3.8257  0.00
C: 0.4835 0.1115 -3.6673  0.00
C: 1.6533 0.8993 -4.4173  0.00
O: 0.7704 -0.3883 -2.3820  0.01
H: -0.8166 1.7168 -3.2163  0.00
H: -1.7450 0.3126 -3.4959  0.00
H: -1.1079 0.9990 -4.8644  0.00
H: 0.5263 -0.8186 -4.2340  0.00
H: 1.5303 1.0034 -5.4953  0.00
H: 2.6483 0.5416 -4.1525  0.00
H: 1.6520 1.9277 -4.0561  0.00
C: 5.1471 -3.0698 0.0642  0.00
O: 4.5094 -1.7349 0.0291  0.00
C: 4.6514 -0.8820 -1.1025  0.00
C: 4.0686 0.4714 -0.6939  0.00
N: 2.6282 0.4413 -0.2606  0.00
H: 2.0217 0.1280 -1.0050  0.00
H: 2.4365 -0.1603 0.5277  0.00
C: 2.0237 1.8432 0.0537  0.00
C: 2.8191 2.7301 1.0316  0.00
O: 3.5003 1.8129 1.9630  0.00
C: 3.6328 2.4691 3.1759  0.00
H: 5.0370 -3.6074 -0.8776  0.00
H: 4.6011 -3.5520 0.8751  0.00
H: 6.2147 -2.9983 0.2723  0.00
H: 3.8672 -1.2438 -1.7675  0.00
H: 5.6862 -0.9239 -1.4426  0.00
H: 4.0657 1.1286 -1.5635  0.00
H: 4.5614 1.0808 0.0636  0.00
H: 1.0192 1.5702 0.3770  0.00
H: 1.6805 2.4282 -0.7995  0.00
H: 2.1400 3.4469 1.4932  0.00
H: 3.4735 3.3377 0.4066  0.00
H: 3.7531 3.5523 3.1578  0.00
H: 4.4655 2.2010 3.8262  0.00
H: 2.6454 2.5476 3.6310  0.00

Record 3
Molecular formula: C21H41AsINO5P
Method: DFT, ωB97M-V with the def2-TZVPD basis set

Calculated values
Kohn-Sham gap, eV: 6.29
LUMO, eV: 2.0
HOMO level, eV: -4.3
Charge: -1
Total energy, Eh: -4130.42727

Each line ends with the Löwdin charge.
Positions of all 71 atoms, in Å:
C: 5.6840 -1.3781 -1.4680  0.05
C: 6.6286 -1.9824 -0.6859  -0.06
C: 6.4275 -2.3525 0.7484  -0.51
O: 7.1556 -2.0241 1.6550  0.09
O: 5.3689 -3.1624 0.8841  0.00
C: 4.5296 -2.9059 2.0223  -0.17
C: 3.1983 -2.3377 1.5522  -0.16
C: 2.3303 -1.9602 2.7772  -0.18
C: 1.6882 -0.5719 2.5414  -0.23
C: 0.3459 -0.7541 1.8425  -0.28
C: -0.4350 0.5408 1.6022  -0.27
As: 0.1862 1.6473 0.0468  0.92
C: -1.2286 3.0940 0.3322  -0.41
C: -1.4837 3.9436 -0.9187  -0.77
C: -0.9044 5.3531 -0.8185  -0.21
I: -3.6632 4.2395 -1.0898  0.72
O: 1.6925 0.3522 -0.3438  -0.28
C: 1.6296 -0.3861 -1.3605  -0.56
N: 1.7087 -1.0102 -2.3334  0.09
O: -0.8299 0.6003 -1.1255  -0.37
C: -2.2181 0.6670 -1.1613  -0.32
C: -2.7766 -0.6287 -1.7882  -0.34
C: -2.1306 -1.8172 -1.0582  -0.05
C: -4.2885 -0.6491 -1.5242  -0.16
C: -5.1098 -1.7635 -2.2086  -0.42
C: -5.2844 -3.0271 -1.3573  -0.09
C: -4.5993 -2.1496 -3.5944  -0.09
P: 1.8473 2.8031 1.3018  0.74
C: 1.2073 3.2693 2.9683  -0.36
O: 1.9416 4.2897 0.5068  -0.41
H: 5.2770 -1.9012 -2.3310  0.07
H: 5.3023 -0.3830 -1.2613  0.07
H: 7.6062 -2.2606 -1.0758  0.10
H: 4.9736 -2.2036 2.7230  0.12
H: 4.3325 -3.8410 2.5471  0.13
H: 3.4148 -1.4462 0.9632  0.11
H: 2.6897 -3.0534 0.9102  0.12
H: 1.5268 -2.6950 2.8093  0.10
H: 2.9081 -1.9451 3.7006  0.10
H: 2.3552 0.0466 1.9469  0.06
H: 1.4971 -0.1395 3.5271  0.10
H: 0.4162 -1.3688 0.9459  0.10
H: -0.2646 -1.3436 2.5406  0.11
H: -0.4237 1.1064 2.5365  0.06
H: -1.4693 0.2290 1.4548  0.06
H: 0.6963 2.4312 -1.1999  0.04
H: -2.1409 2.7557 0.8111  0.03
H: -0.7834 3.7953 1.0407  0.03
H: -1.1386 3.4387 -1.8174  0.06
H: -1.0003 5.7295 0.1965  0.07
H: 0.1225 5.3622 -1.1797  0.07
H: -1.4675 6.0331 -1.4562  0.03
H: -2.7304 0.7784 -0.1974  0.10
H: -2.5261 1.4697 -1.8436  0.08
H: -2.5211 -0.6632 -2.8460  0.13
H: -2.3998 -1.7485 -0.0030  0.09
H: -1.0515 -1.8204 -1.1872  0.06
H: -2.4999 -2.7465 -1.4918  0.06
H: -4.4010 -0.7935 -0.4464  0.11
H: -4.6937 0.3392 -1.7584  0.11
H: -6.1155 -1.3589 -2.3532  0.12
H: -4.4835 -3.7487 -1.5145  0.07
H: -6.2022 -3.5293 -1.6718  0.07
H: -5.3582 -2.8131 -0.2925  0.07
H: -3.5782 -2.5283 -3.5727  0.07
H: -5.2331 -2.9479 -3.9843  0.07
H: -4.6114 -1.3021 -4.2793  0.08
H: 1.9474 3.9364 3.4174  0.02
H: 0.2540 3.8074 2.9858  0.02
H: 1.1537 2.3887 3.6036  0.01
H: 2.0027 4.9948 1.1588  0.02